Entry i
C24H35N3O4S in the gas phase, computed with ωB97M-V with the def2-TZVPD basis set.

ORCA input file:
```
! RIJCOSX wB97M-V def2-TZVPD def2/J DEFGRID3
* xyz 0 1
C -2.835 -4.377 -2.104
C -2.021 -4.380 -0.835
O -1.368 -5.345 -0.492
N -2.065 -3.267 -0.044
C -2.700 -2.041 -0.182
C -3.211 -1.409 -1.308
C -3.754 -0.138 -1.166
C -3.791 0.482 0.065
C -3.302 -0.145 1.201
C -2.748 -1.396 1.066
C -2.108 -2.260 2.107
H -1.414 -1.703 2.735
H -2.868 -2.709 2.752
C -1.382 -3.314 1.259
C 0.094 -2.981 1.069
H 0.196 -2.002 0.605
H 0.603 -2.981 2.030
H 0.556 -3.728 0.430
H -1.484 -4.327 1.659
H -3.370 0.355 2.155
S -4.356 2.178 0.179
O -4.839 2.411 1.508
O -5.216 2.444 -0.937
N -3.022 3.158 -0.013
C -2.414 3.223 -1.317
C -1.278 2.213 -1.487
H -1.673 1.196 -1.473
H -0.790 2.375 -2.450
C -0.250 2.336 -0.357
C -0.952 2.277 1.006
C -2.100 3.285 1.085
H -1.700 4.306 1.073
H -2.680 3.148 1.997
H -1.336 1.265 1.142
H -0.234 2.483 1.804
C 0.699 1.142 -0.428
O 0.280 0.000 -0.462
N 2.008 1.444 -0.424
H 2.299 2.408 -0.376
C 3.062 0.445 -0.435
C 4.038 0.710 -1.591
C 5.200 1.587 -1.140
C 6.050 0.850 -0.098
C 5.201 -0.112 0.743
H 5.143 -1.087 0.258
H 5.669 -0.259 1.717
C 3.783 0.424 0.928
C 2.994 -0.406 1.936
H 2.987 -1.452 1.640
H 1.965 -0.060 1.988
H 3.438 -0.329 2.926
H 3.849 1.453 1.302
H 6.839 0.285 -0.597
H 6.535 1.582 0.551
H 5.817 1.861 -1.997
H 4.808 2.514 -0.715
H 4.431 -0.238 -1.961
H 3.496 1.182 -2.413
H 2.551 -0.510 -0.592
H 0.298 3.280 -0.453
H -2.031 4.241 -1.460
H -3.209 3.047 -2.043
H -4.155 0.387 -2.019
H -3.167 -1.849 -2.287
H -3.833 -3.983 -1.932
H -2.902 -5.403 -2.459
H -2.333 -3.785 -2.866
*
```

Values from the calculation:
- Kohn-Sham gap: 0.32471 hartree
- E_LUMO: 0.5 eV
- Highest occupied orbital energy: -8.37 eV
- Structure (SMILES): CC(=O)N1c2ccc(S(=O)(=O)N3CCC(C(=O)N[C@H]4CCCC[C@@H]4C)CC3)cc2C[C@@H]1C

Entry ii
C24H35N3O4S in the gas phase, computed with ωB97M-V with the def2-TZVPD basis set.

ORCA input file:
```
! RIJCOSX wB97M-V def2-TZVPD def2/J DEFGRID3
* xyz 0 1
C -8.570 -2.759 -0.713
H -9.292 -1.936 -0.732
O -7.608 -2.581 0.296
C -6.799 -1.481 0.232
C -5.867 -1.342 1.258
C -4.993 -0.276 1.285
C -5.017 0.704 0.290
C -5.970 0.564 -0.720
C -6.841 -0.509 -0.759
H -7.555 -0.564 -1.566
H -6.054 1.317 -1.488
N -4.200 1.842 0.309
C -3.375 2.123 1.462
H -3.903 1.844 2.373
C -2.013 1.421 1.384
N -1.365 1.838 0.156
S 0.281 1.544 0.025
O 0.803 1.309 1.333
O 0.530 0.561 -0.998
C 0.842 3.160 -0.611
C 2.347 3.283 -0.423
N 3.006 2.025 -0.691
C 3.810 1.468 0.257
O 4.224 2.121 1.192
C 4.189 0.003 0.071
C 3.572 -0.743 1.265
C 3.987 -2.211 1.227
C 3.499 -2.846 -0.074
C 4.125 -2.111 -1.258
C 5.647 -2.217 -1.182
C 6.131 -1.581 0.120
C 5.510 -2.313 1.308
H 5.861 -1.868 2.242
H 5.815 -3.362 1.299
C 5.718 -0.111 0.148
H 6.063 0.367 1.066
H 6.167 0.419 -0.696
H 7.224 -1.650 0.178
H 5.949 -3.266 -1.219
H 6.100 -1.708 -2.036
C 3.698 -0.641 -1.227
H 2.608 -0.597 -1.284
H 4.123 -0.122 -2.091
H 3.775 -2.563 -2.194
H 2.411 -2.779 -0.133
H 3.776 -3.903 -0.103
H 3.540 -2.734 2.080
H 2.484 -0.647 1.225
H 3.912 -0.274 2.189
H 2.572 1.426 -1.375
H 2.591 3.536 0.614
H 2.746 4.067 -1.079
H 0.295 3.920 -0.065
H 0.560 3.168 -1.660
C -2.154 1.511 -1.013
H -1.607 1.842 -1.895
C -3.511 2.222 -0.906
H -4.113 1.977 -1.778
H -3.346 3.304 -0.879
H -2.310 0.425 -1.088
H -1.364 1.709 2.210
H -2.144 0.330 1.399
H -3.205 3.205 1.480
H -4.286 -0.224 2.098
H -5.839 -2.094 2.030
H -9.089 -3.684 -0.466
H -8.106 -2.858 -1.700
*
```

Values from the calculation:
- Kohn-Sham gap: 0.29660 hartree
- E_LUMO: 0.5 eV
- Highest occupied orbital energy: -7.61 eV
- Structure (SMILES): COc1ccc(N2CCN(S(=O)(=O)CCNC(=O)[C@]34C[C@H]5C[C@H](C[C@H](C5)C3)C4)CC2)cc1

Of them, entry i has the highest stability.